15
Properties=species:S:1:pos:R:3:forces:R:3:lowdin_charge:R:1 method="wB97M-V/def2-TZVPD" e_lumo_ev=0.917 molar_mass_da=100.12 total_energy_ev=-9304.4041 total_charge=0 gap_ev=10.27 e_above_lowest_kcal_mol=45.9
H -1.136 1.385 -1.605 0.10 -0.03 0.05 0.0840
H 0.058 -0.809 -1.968 -0.19 -0.07 0.32 0.1411
H -2.223 0.180 0.669 0.09 0.15 0.20 0.0795
O 1.484 -0.460 -0.483 -0.03 -0.06 0.17 0.0223
N 1.517 -0.872 1.863 -0.05 0.03 -0.34 0.1728
H -0.921 -1.852 0.282 0.70 -0.33 -0.97 0.1435
C 0.145 -0.249 -1.031 -0.33 0.10 -0.13 -0.2687
C -0.116 1.227 -1.240 -0.05 0.00 0.02 -0.0459
H 2.506 -0.633 1.795 -0.01 -0.10 0.02 0.0639
N -1.392 -0.150 1.135 -0.13 0.26 0.12 0.0535
C -0.476 -0.856 0.294 -0.06 -0.02 0.12 -0.2566
C 0.968 -0.801 0.737 0.08 -0.02 0.62 -0.4341
H -0.989 0.468 1.818 -0.01 0.30 -0.19 0.0761
H 0.576 1.656 -1.972 -0.07 -0.17 0.11 0.0845
H 0.000 1.768 -0.295 -0.03 -0.05 -0.14 0.0839

---

79
Properties=species:S:1:pos:R:3:forces:R:3:lowdin_charge:R:1 method="wB97M-V/def2-TZVPD" s2=3.784 e_lumo_ev="-7.779 / -9.387" spin_multiplicity=4 molar_mass_da=694.79 total_energy_ev=-60627.2965 total_charge=+2 gap_ev="6.49 / 4.86" e_above_lowest_kcal_mol=78.9
F 1.069 4.334 3.442 0.06 0.19 -1.09 0.1121
C 2.203 0.084 -1.191 1.88 0.24 -0.53 -0.2920
H -1.417 1.562 4.062 0.02 0.06 0.05 0.0732
H 3.148 -3.070 1.549 -0.26 0.21 -0.20 0.1252
O 2.665 3.785 0.482 -1.34 -0.42 1.01 0.0292
H -2.432 -0.290 -2.955 0.42 -0.19 0.35 0.0989
H -3.973 -0.040 0.521 0.51 -0.53 -0.17 0.1288
C 1.259 0.704 3.681 0.23 0.05 -0.05 -0.2340
C -1.665 -3.303 -0.086 0.15 0.20 0.79 -0.1224
H 0.695 -3.686 -1.984 0.68 -0.12 -0.04 0.0654
C 1.676 3.581 1.213 0.40 0.15 -0.68 -0.5787
C -2.383 2.088 -0.883 0.07 -0.34 0.10 -0.2300
H -2.705 -3.468 0.259 0.64 0.40 0.24 0.1268
H -0.801 -2.128 -3.106 -0.52 0.21 0.25 0.0850
H -2.854 1.109 -0.908 -0.16 0.26 -0.08 -0.0120
H 3.148 1.594 0.859 0.24 -0.19 0.35 0.0676
H 2.124 1.645 -2.664 0.22 0.14 0.26 0.0724
H 2.733 2.139 -1.013 -0.18 -0.06 -0.55 0.0695
C 1.416 -1.120 -3.315 -0.19 0.12 -0.64 0.0118
H 1.502 -0.123 -3.764 0.40 -0.39 0.06 0.0942
H 3.159 0.304 2.096 0.10 0.22 -0.19 0.0598
C 2.057 -1.622 0.365 1.61 -0.97 0.10 -0.3168
O 0.939 2.549 1.314 0.31 0.12 -0.43 -0.1274
H -2.934 2.780 -1.526 0.13 -0.03 0.07 0.0782
H -4.175 -2.063 -1.514 0.30 0.23 -0.11 0.1378
H 3.775 1.260 -2.141 -0.49 -0.38 0.22 0.1336
H 2.071 -0.017 3.746 -0.03 -0.01 0.23 0.0371
H -1.815 -0.072 1.346 0.01 -0.57 -0.78 0.0035
H -1.074 -4.129 0.344 -0.24 0.33 -0.08 0.1214
C 2.727 1.353 -1.794 -0.36 0.44 0.12 0.0097
H -0.866 -4.091 -1.907 -0.74 0.22 -0.07 0.0928
H 2.364 -4.082 -1.503 -0.18 0.25 0.18 0.1307
H -0.662 4.217 -2.262 -0.06 -0.42 0.05 0.0788
C 2.287 -2.390 1.635 -0.17 -0.13 0.28 0.0166
C 2.399 -0.251 0.177 2.54 -0.53 -0.30 -0.2782
C -3.633 -1.118 -1.340 -0.50 -0.02 -0.66 -0.1562
H 1.418 -2.997 1.927 0.31 0.05 -0.10 0.0866
C -1.668 -3.407 -1.601 0.13 -0.38 -0.23 -0.1732
H 2.018 -1.865 -3.850 0.06 0.32 0.12 0.1267
C -1.082 -1.950 0.457 -3.44 -2.66 1.62 -0.3677
C -1.360 1.382 2.990 0.07 -0.16 -0.50 -0.2107
H -1.801 2.066 -3.621 0.32 -0.01 0.04 0.0725
H -0.250 -2.116 1.189 -0.80 0.34 0.08 0.0656
C -1.490 -2.079 -2.271 -1.15 0.02 -0.85 -0.1248
H -3.973 -1.788 0.663 0.64 0.26 0.09 0.1422
H -1.638 -1.771 3.258 0.06 0.09 0.30 0.0468
H 1.013 -4.105 -0.316 0.36 0.04 -0.21 0.0984
H 0.885 0.941 4.676 0.08 -0.03 0.09 0.0745
H -0.857 0.551 -3.476 -0.02 0.39 -0.18 -0.0017
H -2.355 1.109 2.634 -0.07 -0.01 0.16 0.0463
C -0.857 1.627 -3.274 0.28 -0.55 0.07 -0.2486
C -0.128 3.662 -1.481 0.77 -0.19 0.63 -0.2046
H -0.009 2.052 -3.825 -0.26 0.11 0.19 0.0613
H -4.297 -0.321 -1.701 0.07 -0.30 0.18 0.1282
P -0.109 0.066 2.703 0.23 0.48 0.44 0.8957
H -1.026 -0.920 4.728 0.05 -0.16 -0.24 0.0718
C 1.724 -1.074 -1.864 0.95 -0.45 -1.01 -0.3077
C 3.326 0.526 1.042 -0.54 0.85 0.80 0.0284
C -0.763 -1.322 3.741 0.25 0.03 -0.67 -0.2056
H -2.607 -3.871 -1.941 0.21 0.21 0.04 0.1442
H -2.405 2.449 0.147 0.10 0.07 -0.05 0.0594
C 1.142 4.738 2.132 0.01 1.02 0.61 -0.4699
H 4.397 0.315 0.850 -0.66 -0.26 -0.39 0.1414
P -0.661 1.901 -1.459 -0.31 0.04 -0.19 0.8966
H 2.511 -1.706 2.460 -0.11 -0.15 -0.20 0.0743
Re 0.308 -0.684 -0.372 -4.85 6.99 0.81 1.5571
C -2.399 -1.070 -2.194 -0.02 -0.92 -0.59 -0.0936
H 1.606 1.611 3.188 -0.02 -0.03 0.14 0.0346
F -0.141 5.066 1.754 0.84 -0.33 0.21 0.0982
C 1.435 -3.587 -1.188 -0.61 -0.42 -0.19 0.0233
H -1.028 2.274 2.457 0.10 0.06 0.16 0.0350
H 0.950 3.729 -1.662 -0.17 0.06 0.01 0.0514
C 1.641 -2.147 -0.904 2.19 -1.30 -0.20 -0.3353
C -3.438 -0.951 0.174 0.13 0.57 0.37 -0.1457
H 0.010 -2.096 3.836 -0.18 0.17 0.14 0.0504
F 1.864 5.880 2.101 -0.60 -1.24 -0.06 0.1520
H -0.320 4.134 -0.511 -0.01 -0.22 -0.18 0.0444
H 0.374 -1.384 -3.464 0.64 0.11 -0.27 0.0362
C -1.990 -0.890 0.634 -0.55 -1.24 1.01 -0.1674

---

35
Properties=species:S:1:pos:R:3:forces:R:3:lowdin_charge:R:1 method="wB97M-V/def2-TZVPD" e_lumo_ev=2.939 molar_mass_da=215.17 total_energy_ev=-24945.9044 total_charge=-1 gap_ev=9.61 e_above_lowest_kcal_mol=48.5
O 2.958 0.162 0.284 1.18 0.23 -1.55 -0.0568
H -0.739 1.431 1.051 -0.13 0.17 -0.86 -0.0537
O 1.193 -2.025 -1.781 -0.99 0.80 -0.24 -0.0561
H -1.073 -1.554 -0.045 -0.02 0.30 0.79 -0.0332
H 1.764 -0.027 -2.198 0.67 0.59 -0.10 -0.0030
O 1.592 -1.729 1.321 0.04 -1.11 -0.18 -0.0720
H 0.439 -1.821 -1.182 0.61 -0.77 -0.50 0.0001
O -1.805 -0.867 2.646 -0.45 -0.58 -0.28 -0.0594
O -0.329 -0.084 0.638 0.35 -0.52 -0.52 -0.3867
H -1.514 -0.410 1.840 0.02 -0.43 -0.09 -0.0312
O -1.163 2.306 0.994 -0.26 1.77 0.18 -0.0952
H -2.045 0.239 0.242 -0.54 -0.27 -0.11 -0.0409
H 2.763 0.790 0.951 -0.33 1.14 1.04 -0.0172
H -3.288 -0.784 0.310 0.95 1.81 -0.37 0.0625
H -0.741 2.814 0.270 -0.12 -0.96 0.73 0.0254
O -1.257 -2.458 -0.339 -0.42 -0.91 -0.24 -0.0735
H -1.618 -0.706 -2.567 -0.82 -1.72 0.58 0.0389
O 0.227 2.344 -1.543 -1.47 0.98 -0.79 -0.0620
H 1.835 -2.428 -1.209 0.49 -0.18 0.56 0.0315
H 1.593 -1.766 2.272 -0.02 0.09 0.45 0.0552
H 0.619 0.826 1.705 0.54 -0.56 -0.05 -0.0257
H 2.543 -0.626 0.622 -0.01 -0.80 0.35 -0.0574
H 0.888 -1.083 1.081 -0.67 0.03 0.18 -0.0157
H -0.836 0.310 -3.182 0.59 0.48 -0.49 0.0545
H -0.051 0.037 -0.274 0.17 0.48 -0.13 0.0076
H -1.247 -3.014 0.458 0.16 0.53 -0.32 0.0641
H 0.778 1.911 2.709 0.05 0.43 0.24 0.0303
O 2.183 0.808 -2.509 0.10 -1.46 -0.87 -0.0931
H -0.409 1.631 -1.750 0.23 -0.26 0.55 0.0178
H 1.657 1.510 -2.148 -0.29 0.50 0.44 -0.0463
H -1.478 -0.275 3.302 0.31 0.56 1.07 0.0139
O -1.426 0.202 -2.438 0.51 1.16 -0.32 -0.0192
H -0.242 3.066 -2.014 0.74 -0.19 0.42 0.0884
O 1.232 1.123 2.412 -0.04 0.14 0.29 -0.0799
O -3.004 0.148 0.067 -1.14 -1.47 0.14 -0.1118

---

19
Properties=species:S:1:pos:R:3:forces:R:3:lowdin_charge:R:1 method="wB97M-V/def2-TZVPD" s2=6.013 e_lumo_ev="-1.505 / -1.597" spin_multiplicity=5 molar_mass_da=533.22 total_energy_ev=-92453.6787 total_charge=-1 gap_ev="5.00 / 4.73" e_above_lowest_kcal_mol=192.6
H 24.129 -9.774 9.803 0.14 0.39 -1.29 0.1277
Fe 19.042 -16.407 12.506 -0.02 0.39 0.93 0.9816
H 21.554 -9.350 8.434 -0.29 -0.17 0.20 0.1253
O 21.441 -13.295 9.608 2.79 2.02 -1.66 -0.2668
Cl 16.021 -19.236 10.941 0.52 -0.73 2.39 0.5865
O 23.406 -11.571 9.744 -0.51 -3.11 -0.02 -0.2113
S 22.470 -12.588 8.811 -1.34 -2.08 -0.79 0.8118
I 17.658 -12.965 13.590 0.62 -1.42 -0.47 -0.4902
H 22.838 -9.793 7.421 0.80 -0.17 0.22 0.1249
I 22.272 -17.714 14.408 -1.18 0.49 -0.74 -0.5132
O 21.696 -11.309 8.050 0.36 -3.12 0.92 -0.1859
O 23.236 -13.439 7.830 -1.77 3.40 3.24 -0.2717
O 17.132 -18.595 10.306 0.70 0.70 -2.72 -0.4223
O 14.734 -18.761 10.549 0.06 0.85 -0.40 -0.3480
H 22.652 -9.695 10.505 -1.00 -1.06 0.26 0.1234
C 22.315 -10.123 8.318 0.77 3.39 0.29 -0.2219
C 23.136 -10.202 9.670 0.04 0.46 -1.34 -0.1587
O 16.028 -20.653 10.819 0.30 -0.94 -1.11 -0.3574
O 16.339 -18.956 12.316 -0.97 0.70 2.10 -0.4337

---

18
Properties=species:S:1:pos:R:3:forces:R:3:lowdin_charge:R:1 method="wB97M-V/def2-TZVPD" s2=8.776 e_lumo_ev="-8.142 / -14.917" spin_multiplicity=6 molar_mass_da=225.02 total_energy_ev=-56179.4060 total_charge=+2 gap_ev="8.16 / 3.51"
H 0.796 -1.829 0.709 -0.12 -0.48 -0.06 0.1763
O -1.029 -0.471 0.206 -0.84 -0.71 0.01 0.0327
O 0.191 3.306 -0.182 -0.40 0.39 1.12 0.2564
H 1.313 0.969 1.128 -0.08 -0.14 -0.10 0.1732
C -0.316 1.081 -0.291 -0.36 0.04 -2.74 -0.1056
Co -3.394 -1.356 -0.730 -1.60 0.50 -0.01 1.1429
C 1.163 0.924 0.045 -0.03 0.04 -0.03 -0.0361
H -1.373 1.451 -1.885 -0.27 0.17 -0.08 0.1543
C -0.822 -1.668 -0.251 2.45 -0.52 1.87 -0.6322
H 1.575 0.002 -0.378 -0.06 0.25 0.00 0.1616
H -0.998 1.585 0.400 0.10 -0.04 -0.40 0.1818
C 1.409 3.176 -0.304 0.40 0.41 -2.99 -0.5148
H 1.843 4.860 -1.029 -0.09 0.57 0.32 0.1855
O 2.267 4.119 -0.572 -0.27 -0.54 0.39 0.2883
O -0.553 1.006 -1.640 0.75 0.60 2.55 0.1237
O -1.710 -2.209 -0.923 0.24 -0.60 -0.64 -0.0060
O 0.216 -2.365 0.127 -0.47 0.89 -0.54 0.2783
O 1.895 1.985 -0.574 0.66 -0.84 1.32 0.1397

---

17
Properties=species:S:1:pos:R:3:forces:R:3:lowdin_charge:R:1 method="wB97M-V/def2-TZVPD" s2=1.799 e_lumo_ev="-21.405 / -19.334" spin_multiplicity=2 molar_mass_da=234.93 total_energy_ev=-17377.6157 total_charge=+4 gap_ev="4.47 / 6.43" e_above_lowest_kcal_mol=0.0
H -2.591 2.084 -3.568 0.34 0.66 -0.11 0.2216
H 4.349 0.729 3.560 0.81 0.22 0.05 0.1950
H 3.382 1.730 2.487 -0.01 0.77 0.29 0.1920
N 3.517 0.873 3.005 -0.45 0.10 -0.32 0.4209
C -2.602 0.182 -2.871 1.10 -0.92 0.55 -0.6690
H -4.355 -0.535 -3.210 -1.16 -1.54 0.18 0.2035
C 2.596 -0.081 2.966 -1.83 3.06 -1.07 -0.5273
H -3.987 1.061 -3.817 -0.48 1.27 -0.76 0.1982
N -3.462 -0.768 -2.799 -2.99 -2.38 0.45 0.4943
N -3.071 1.208 -3.415 -2.91 4.25 -3.03 0.4781
H 3.972 -1.571 3.019 1.49 0.37 0.48 0.2063
H -3.201 -1.540 -2.203 -0.76 -1.14 -0.13 0.2104
O -1.490 0.061 -2.493 6.64 -0.15 3.14 0.0810
N 3.072 -1.238 3.332 1.42 -4.65 0.57 0.4683
H 2.515 -2.078 3.398 -1.26 -0.23 0.58 0.2037
O 1.403 -0.004 2.583 0.00 0.27 -0.95 0.0080
In -0.048 -0.112 0.026 0.06 0.01 0.09 1.6151